(1)
Here is C27H33N7O4PdS as an isolated structure from the OMol25 dataset. Energies are from the ωB97M-V functional and the def2-TZVPD basis.

Atoms and positions in Å:
Pd -0.713 -0.916 1.004
C -1.782 -3.698 1.770
C -0.598 -3.833 2.722
C 0.756 -3.475 2.158
C 1.848 -4.269 2.487
C 3.096 -3.986 1.964
C 3.225 -2.915 1.095
C 2.104 -2.164 0.814
N 0.895 -2.418 1.341
N -2.309 -2.322 1.666
C -3.330 -2.223 0.604
C -3.634 -0.775 0.292
C -4.885 -0.360 -0.129
C -5.089 0.986 -0.399
C -4.041 1.878 -0.223
C -2.821 1.386 0.199
N -2.620 0.088 0.440
C -2.858 -1.836 2.951
C -1.893 -1.007 3.760
C -2.077 -0.834 5.122
C -1.217 -0.003 5.820
C -0.192 0.635 5.136
C -0.065 0.408 3.782
N -0.897 -0.396 3.109
H -1.489 -4.018 0.769
H -2.588 -4.360 2.104
H -0.773 -3.276 3.646
H -0.551 -4.880 3.024
H 1.708 -5.115 3.147
H 3.949 -4.601 2.218
H 4.172 -2.663 0.640
H 2.161 -1.323 0.138
H -2.944 -2.723 -0.287
H -4.248 -2.745 0.894
H -5.689 -1.076 -0.237
H -6.058 1.334 -0.731
H -4.166 2.936 -0.404
H -1.971 2.039 0.355
H -3.725 -1.207 2.738
H -3.222 -2.677 3.548
H -2.886 -1.345 5.626
H -1.345 0.146 6.884
H 0.500 1.295 5.639
H 0.717 0.884 3.209
C 3.262 1.757 -6.761
C 3.525 3.125 -6.154
S 2.291 3.644 -4.993
O 2.638 4.944 -4.491
O 0.978 3.400 -5.538
C 2.427 2.507 -3.606
C 1.384 2.984 -2.606
N 1.334 2.140 -1.401
C 0.455 1.136 -1.210
N 0.606 0.598 0.001
C 1.637 1.268 0.604
C 2.086 2.217 -0.251
N 3.202 3.107 -0.045
O 3.541 3.809 -0.973
O 3.716 3.052 1.050
C -0.512 0.675 -2.241
H 3.980 1.573 -7.559
H 2.260 1.711 -7.183
H 3.378 0.957 -6.028
H 3.492 3.919 -6.904
H 4.482 3.201 -5.634
H 3.431 2.560 -3.187
H 2.213 1.506 -3.982
H 0.392 2.958 -3.048
H 1.603 4.006 -2.312
H 2.032 1.028 1.574
H -1.110 1.493 -2.642
H -1.185 -0.059 -1.804
H 0.009 0.208 -3.079

Calculated values
Gap between HOMO and LUMO (spin up / spin down)   9.0 / 7.3 eV
ΔE to the lowest compared entry with this formula, charge and spin   0.0 kJ/mol
Highest occupied orbital energy (spin up / spin down)   -0.5233 / -0.5341 Ha
Net charge   +2
DFT total energy   -2258.416131 hartree
Lowest unoccupied orbital energy (spin up / spin down)   -5.26 / -7.21 eV
Spin multiplicity   3

---

(2)
Here is C27H34As2FN3O3Sc as an isolated structure from the OMol25 dataset. Energies are from the ωB97M-V functional and the def2-TZVPD basis.

Atoms and positions in Å:
Sc 0.008 0.055 -0.352
F 6.483 -2.118 -0.103
C 6.040 -0.849 -0.092
C 4.706 -0.613 -0.077
C 4.232 0.714 -0.016
C 2.833 1.012 -0.046
O 1.981 0.015 -0.124
C 2.442 2.350 -0.007
C 3.426 3.330 0.068
N 4.723 3.069 0.120
C 5.676 4.181 0.151
C 6.458 4.422 1.408
C 5.366 5.369 1.006
C 5.177 1.752 0.059
C 6.554 1.487 0.013
C 7.014 0.186 -0.082
N 8.364 -0.112 -0.157
C 8.916 -1.156 -1.002
C 9.774 -2.111 -0.197
N 10.851 -1.305 0.498
C 10.278 -0.193 1.346
C 9.381 0.689 0.490
C 1.041 2.875 -0.062
O 0.769 4.032 -0.020
O 0.099 1.905 -0.188
H 4.017 -1.445 -0.090
H 3.139 4.373 0.082
H 6.147 4.338 -0.811
H 7.486 4.737 1.302
H 6.246 3.777 2.250
H 5.628 6.335 0.602
H 4.468 5.351 1.607
H 7.252 2.308 0.004
H 9.534 -0.687 -1.782
H 8.137 -1.705 -1.519
H 10.280 -2.848 -0.818
H 9.210 -2.607 0.591
H 11.486 -0.910 -0.201
H 11.425 -1.920 1.077
H 11.119 0.355 1.766
H 9.722 -0.684 2.144
H 9.989 1.226 -0.251
H 8.930 1.438 1.138
C -4.202 0.614 -0.209
As -2.702 -0.579 -0.361
C -3.223 -1.735 -1.827
C -2.760 -1.694 1.224
C -3.878 -1.644 2.053
C -3.946 -2.438 3.190
C -2.896 -3.281 3.513
C -1.773 -3.332 2.699
C -1.693 -2.542 1.555
As -0.134 -2.645 0.418
C -0.394 -4.249 -0.626
C 1.307 -3.145 1.602
H -5.113 0.017 -0.164
H -4.226 1.242 -1.098
H -4.108 1.239 0.676
H -4.066 -2.347 -1.507
H -2.403 -2.377 -2.140
H -3.526 -1.109 -2.665
H -4.713 -0.995 1.827
H -4.823 -2.398 3.821
H -2.946 -3.900 4.398
H -0.965 -3.998 2.971
H -0.510 -5.069 0.083
H 0.469 -4.426 -1.264
H -1.294 -4.166 -1.229
H 1.080 -4.099 2.075
H 1.462 -2.383 2.362
H 2.210 -3.260 1.003

Calculated values
Gap between HOMO and LUMO   7.8 eV
Highest occupied orbital energy   -0.5900 Ha
Net charge   +3
DFT total energy   -6770.592191 hartree
Lowest unoccupied orbital energy   -8.24 eV
Spin multiplicity   1

---

(3)
Here is C27H34AsIN7NiO2S as an isolated structure from the OMol25 dataset. Energies are from the ωB97M-V functional and the def2-TZVPD basis.

Atoms and positions in Å:
Ni 0.418 -0.045 1.726
C 0.217 3.957 5.159
C -0.304 2.570 5.215
N -0.970 2.033 6.181
N -1.232 0.761 5.743
C -0.745 0.491 4.537
S -0.827 -0.917 3.611
N -0.127 1.642 4.200
N 0.436 1.819 2.935
H -0.090 4.485 6.060
H -0.182 4.480 4.287
H 1.308 3.964 5.105
H -1.773 0.139 6.317
H -0.289 2.324 2.351
H 1.271 2.385 3.026
C 0.383 -4.300 0.930
C 0.725 -3.030 1.348
N 0.176 -1.931 0.812
C -0.731 -2.073 -0.158
C -1.126 -3.311 -0.644
C -0.563 -4.443 -0.075
C -2.168 -3.371 -1.704
C -2.058 -2.967 -2.967
C -0.860 -2.432 -3.655
C -1.014 -1.752 -4.858
C 0.127 -1.261 -5.466
N 1.342 -1.438 -4.950
C 1.385 -2.122 -3.811
N 0.357 -2.618 -3.131
H 0.854 -5.160 1.388
H 1.448 -2.880 2.142
H -1.142 -1.163 -0.573
H -0.847 -5.426 -0.430
H -3.135 -3.738 -1.372
H -2.948 -3.008 -3.588
H -1.993 -1.605 -5.297
H 0.073 -0.711 -6.399
H 2.371 -2.300 -3.390
I -7.288 0.582 -2.388
C -5.570 0.949 -1.253
C -4.998 -0.092 -0.533
C -3.826 0.136 0.171
C -3.250 1.403 0.182
C -3.856 2.445 -0.503
C -5.014 2.218 -1.238
C -1.936 1.605 0.883
O -1.759 2.575 1.643
O -1.045 0.714 0.623
H -5.459 -1.073 -0.528
H -3.360 -0.669 0.729
H -3.418 3.436 -0.467
H -5.479 3.027 -1.787
C 0.816 1.176 -2.115
C 1.883 0.195 -1.625
As 2.301 0.409 0.263
C 3.081 2.198 0.356
C 4.211 2.510 -0.619
C 3.757 -0.871 0.523
C 4.750 -1.028 -0.626
H 0.479 0.895 -3.113
H 1.211 2.192 -2.177
H -0.051 1.189 -1.456
H 2.807 0.306 -2.189
H 1.551 -0.839 -1.741
H 3.407 2.345 1.387
H 2.235 2.867 0.189
H 5.125 1.981 -0.356
H 4.434 3.578 -0.602
H 3.947 2.248 -1.645
H 3.255 -1.822 0.708
H 4.260 -0.596 1.451
H 4.257 -1.366 -1.538
H 5.501 -1.774 -0.361
H 5.274 -0.100 -0.852

Calculated values
Gap between HOMO and LUMO (spin up / spin down)   8.2 / 7.6 eV
ΔE to the lowest compared entry with this formula, charge and spin   0.0 kJ/mol
Highest occupied orbital energy (spin up / spin down)   -0.3915 / -0.3917 Ha
Net charge   +1
DFT total energy   -6022.848964 hartree
Lowest unoccupied orbital energy (spin up / spin down)   -2.41 / -3.07 eV
Spin multiplicity   3

---

(4)
Here is C27H34BBrN8O7Zr as an isolated structure in a non-equilibrium geometry from the OMol25 dataset. Energies are from the ωB97M-V functional and the def2-TZVPD basis.

Atoms and positions in Å:
Zr 0.335 0.999 -0.166
O -0.044 0.288 -2.542
C -0.821 1.129 -3.391
C -0.250 2.524 -3.280
N 0.073 2.924 -1.890
C 1.460 3.453 -1.878
C 2.408 2.270 -1.979
O 3.354 2.254 -2.727
O 2.045 1.271 -1.196
C -0.885 3.865 -1.279
C -1.339 3.437 0.113
O -1.813 4.242 0.873
O -1.237 2.145 0.321
H -0.408 -0.605 -2.575
H -1.866 1.083 -3.097
H -0.731 0.795 -4.425
H -0.951 3.230 -3.728
H 0.666 2.560 -3.866
H 1.650 3.961 -0.938
H 1.639 4.145 -2.700
H -1.793 3.917 -1.880
H -0.474 4.871 -1.214
C 3.500 -1.034 -1.318
C 2.181 -1.714 -1.130
C 1.938 -3.036 -1.504
C 0.651 -3.320 -1.101
C -0.113 -4.597 -1.246
N 0.154 -2.213 -0.525
N 1.083 -1.205 -0.545
B -1.166 -2.140 0.268
N -0.970 -1.365 1.589
N -0.418 -0.114 1.677
C -0.509 0.261 2.958
C -0.064 1.582 3.495
C -1.109 -0.756 3.698
C -1.385 -1.766 2.799
C -2.041 -3.083 3.062
N -2.266 -1.449 -0.552
N -2.161 -0.110 -0.770
C -3.372 0.294 -1.157
C -3.779 1.716 -1.402
C -4.247 -0.803 -1.222
C -3.511 -1.891 -0.813
C -3.940 -3.314 -0.649
H 4.267 -1.805 -1.405
H 3.747 -0.378 -0.490
H 3.517 -0.421 -2.217
H 2.633 -3.710 -1.980
H 0.493 -5.315 -1.796
H -1.045 -4.444 -1.792
H -0.366 -5.026 -0.275
H -1.518 -3.254 0.526
H -0.240 2.389 2.791
H 0.999 1.567 3.749
H -0.621 1.792 4.407
H -1.325 -0.747 4.755
H -2.228 -3.176 4.131
H -1.411 -3.916 2.747
H -2.995 -3.168 2.540
H -3.389 2.125 -2.336
H -3.463 2.359 -0.585
H -4.865 1.762 -1.461
H -5.290 -0.786 -1.501
H -4.948 -3.432 -1.043
H -3.949 -3.615 0.400
H -3.281 -4.000 -1.180
Br 2.145 -2.436 2.255
C 2.996 -0.743 2.347
C 4.138 -0.669 3.135
C 4.801 0.541 3.212
C 4.289 1.625 2.522
C 3.131 1.443 1.793
N 2.489 0.274 1.679
C 2.501 2.638 1.124
O 3.176 3.607 0.874
O 1.210 2.524 0.902
H 4.482 -1.547 3.660
H 5.697 0.636 3.812
H 4.749 2.602 2.533

Calculated values
Gap between HOMO and LUMO   9.1 eV
Highest occupied orbital energy   -0.3272 Ha
DFT total energy   -4660.307300 hartree
Lowest unoccupied orbital energy   0.16 eV
Spin multiplicity   1

---

(5)
Here is a 3-piece molecular cluster, C27H34N2O4S2 overall in a non-equilibrium geometry from the OMol25 dataset. Energies are from the ωB97M-V functional and the def2-TZVPD basis.

Atoms and positions in Å:
C 5.777 5.564 1.098
C 6.547 4.618 1.233
C 7.394 3.286 1.141
C 6.732 2.283 0.068
C 5.298 1.783 0.562
C 4.274 1.838 -0.673
C 2.761 1.692 -0.181
C 1.937 0.518 -0.867
C 0.634 0.068 -0.072
C -0.377 1.263 0.278
C -1.849 0.743 -0.020
C -2.850 1.909 -0.509
S -4.483 1.086 -0.747
C -5.842 2.282 -0.770
N -5.927 3.619 -1.126
N -7.251 3.913 -0.951
C -7.999 2.845 -0.515
O -7.079 1.779 -0.392
C 1.485 0.826 -2.382
O 2.520 0.481 -3.335
S 3.905 1.389 -3.106
O 4.818 0.970 -4.193
O 4.675 0.883 -1.687
H 4.978 6.263 0.726
H 8.468 3.495 0.844
H 7.440 2.790 2.165
H 7.451 1.419 -0.104
H 6.621 2.875 -0.899
H 5.384 0.693 0.869
H 4.912 2.365 1.453
H 4.387 2.882 -1.128
H 2.742 1.633 0.959
H 2.229 2.668 -0.440
H 2.608 -0.407 -0.930
H 0.959 -0.439 0.888
H 0.138 -0.746 -0.697
H -0.121 2.244 -0.218
H -0.321 1.458 1.403
H -1.875 -0.031 -0.857
H -2.274 0.215 0.894
H -2.863 2.788 0.207
H -2.402 2.280 -1.492
H -9.101 2.773 -0.308
H 0.599 0.140 -2.593
H 1.088 1.886 -2.491
C -6.398 -2.781 -2.376
C -6.127 -4.058 -2.852
C -4.899 -4.654 -2.584
C -3.948 -3.976 -1.831
C -4.221 -2.700 -1.352
C -5.444 -2.100 -1.628
H -7.354 -2.314 -2.589
H -6.872 -4.590 -3.434
H -4.685 -5.648 -2.961
H -2.992 -4.443 -1.617
H -3.479 -2.171 -0.762
H -5.654 -1.104 -1.259
C 1.401 -4.138 4.635
C 1.188 -2.776 4.456
C 0.285 -2.333 3.497
C -0.414 -3.253 2.723
C -0.204 -4.615 2.904
C 0.706 -5.058 3.857
H 2.108 -4.483 5.381
H 1.728 -2.058 5.064
H 0.124 -1.270 3.352
H -1.122 -2.907 1.977
H -0.750 -5.332 2.302
H 0.874 -6.120 3.995

Calculated values
Gap between HOMO and LUMO   9.5 eV
Highest occupied orbital energy   -0.3350 Ha
DFT total energy   -2255.825378 hartree
Lowest unoccupied orbital energy   0.36 eV
Spin multiplicity   1

---

(6)
Here is C27H34N4O3Pd as an isolated structure from the OMol25 dataset. Energies are from the ωB97M-V functional and the def2-TZVPD basis.

Atoms and positions in Å:
Pd 0.077 -0.476 -1.212
C 4.494 -0.464 -0.282
C 4.880 -1.697 -0.786
C 3.900 -2.592 -1.182
C 2.567 -2.223 -1.081
N 2.202 -1.018 -0.619
C 3.146 -0.166 -0.222
C 1.474 -3.107 -1.539
C 1.535 -4.488 -1.447
C 0.472 -5.239 -1.927
C -0.608 -4.590 -2.503
C -0.611 -3.208 -2.534
N 0.401 -2.487 -2.054
H 5.226 0.255 0.056
H 5.926 -1.952 -0.882
H 4.163 -3.559 -1.589
H 2.805 0.786 0.164
H 2.391 -4.963 -0.989
H 0.490 -6.318 -1.853
H -1.442 -5.144 -2.911
H -1.440 -2.661 -2.961
N 0.745 1.506 -1.771
C 1.377 2.481 -1.726
N 2.078 3.567 -1.691
C 2.370 4.395 -2.872
C 1.773 5.784 -2.657
O 2.215 6.334 -1.433
C 1.818 5.561 -0.324
C 2.452 4.174 -0.399
H 1.962 3.925 -3.765
H 3.454 4.474 -2.969
H 0.677 5.726 -2.676
H 2.107 6.459 -3.443
H 0.724 5.460 -0.298
H 2.151 6.085 0.569
H 2.113 3.541 0.420
H 3.539 4.268 -0.371
C -1.887 -0.584 6.288
C -1.924 -0.987 4.848
C -2.479 -2.200 4.453
C -2.553 -2.572 3.124
C -3.137 -3.915 2.775
C -2.033 -1.699 2.134
C -2.182 -2.105 0.759
O -1.599 -1.715 -0.258
C -1.463 -0.457 2.525
C -0.940 0.564 1.548
C -1.422 -0.133 3.865
H -2.012 -1.441 6.946
H -2.696 0.122 6.489
H -0.951 -0.082 6.528
H -2.867 -2.867 5.213
H -3.411 -4.457 3.677
H -2.425 -4.527 2.222
H -4.040 -3.814 2.168
H -2.938 -2.886 0.602
H 0.067 0.270 1.223
H -0.863 1.535 2.033
H -1.606 0.667 0.688
H -0.998 0.817 4.171
C -3.867 1.910 -2.151
C -2.367 1.721 -2.253
O -1.992 0.338 -2.061
H -4.093 2.976 -2.152
H -4.248 1.480 -1.225
H -4.384 1.455 -2.996
H -1.854 2.275 -1.470
H -2.000 2.067 -3.222
H -2.439 -0.188 -2.732

Calculated values
Gap between HOMO and LUMO (spin up / spin down)   8.4 / 6.4 eV
ΔE to the lowest compared entry with this formula, charge and spin   26.0 kJ/mol
Highest occupied orbital energy (spin up / spin down)   -0.5146 / -0.5144 Ha
Net charge   +2
DFT total energy   -1621.326857 hartree
Lowest unoccupied orbital energy (spin up / spin down)   -5.65 / -7.59 eV
Spin multiplicity   3

---

Q: Among the records above, which one has the lowest DFT total energy?
A: C27H34As2FN3O3Sc